Entry 1:
This record from OMol25 describes C34H26ClN6O7RuSSe as an isolated structure. The level of theory is wB97M-V/def2-TZVPD.

Summary:
Highest occupied orbital energy (alpha / beta) in eV: -10.44 / -10.58
Lowest unoccupied orbital energy (alpha / beta) in Ha: -0.1348 / -0.1814
Total charge: +1
Spin multiplicity: 5
Energy in eV: -150229.0273
ΔE to the lowest compared entry with this formula, charge and spin in kJ/mol: 0.0

Cartesian coordinates (Å):
Ru (-0.24, 0.00, 0.84)
Cl (-6.04, 3.32, -2.05)
C (-4.80, 2.58, -1.09)
C (-5.02, 2.36, 0.28)
C (-4.05, 1.79, 1.05)
C (-2.81, 1.39, 0.51)
O (-1.93, 0.88, 1.35)
C (-2.59, 1.61, -0.87)
C (-1.41, 1.27, -1.58)
N (-0.36, 0.67, -1.11)
C (0.76, 0.36, -1.92)
C (0.86, 0.53, -3.27)
C (2.04, 0.20, -3.96)
C (3.12, -0.31, -3.29)
C (3.05, -0.52, -1.90)
C (4.10, -1.07, -1.14)
C (3.94, -1.27, 0.20)
C (2.72, -0.92, 0.80)
N (1.73, -0.39, 0.13)
C (1.86, -0.19, -1.21)
C (-3.61, 2.21, -1.65)
H (-5.97, 2.65, 0.71)
H (-4.21, 1.62, 2.11)
H (-1.41, 1.55, -2.63)
H (0.03, 0.91, -3.85)
H (2.09, 0.35, -5.03)
H (4.03, -0.57, -3.82)
H (5.03, -1.33, -1.64)
H (4.73, -1.70, 0.81)
H (2.55, -1.11, 1.85)
H (-3.44, 2.38, -2.71)
C (0.11, -3.63, 3.85)
N (1.23, -2.70, 4.03)
C (2.49, -3.07, 4.44)
C (3.23, -1.95, 4.51)
N (2.41, -0.90, 4.15)
C (2.80, 0.51, 4.11)
C (1.19, -1.38, 3.84)
Se (-0.31, -0.35, 3.33)
H (0.19, -4.42, 4.59)
H (0.13, -4.03, 2.84)
H (-0.82, -3.08, 3.99)
H (2.74, -4.10, 4.65)
H (4.25, -1.79, 4.81)
H (3.63, 0.65, 4.80)
H (1.95, 1.12, 4.41)
H (3.10, 0.79, 3.10)
O (-1.60, -1.62, -0.11)
C (-0.94, -2.65, 0.23)
O (0.15, -2.59, 0.83)
C (-1.53, -3.99, -0.11)
C (-0.81, -5.14, 0.19)
C (-1.37, -6.37, -0.10)
C (-2.61, -6.51, -0.69)
C (-3.29, -5.34, -0.98)
C (-2.78, -4.09, -0.70)
N (-4.62, -5.44, -1.61)
O (-5.19, -4.40, -1.88)
O (-5.07, -6.55, -1.79)
N (-0.60, -7.60, 0.23)
O (0.43, -7.45, 0.85)
O (-1.08, -8.66, -0.10)
H (0.18, -5.09, 0.62)
H (-3.03, -7.47, -0.92)
H (-3.34, -3.20, -0.93)
S (0.84, 2.61, 1.74)
C (1.22, 3.89, 0.67)
C (1.32, 5.20, 1.19)
C (1.61, 6.26, 0.35)
C (1.82, 6.04, -1.01)
C (1.74, 4.75, -1.53)
C (1.44, 3.69, -0.71)
H (1.15, 5.35, 2.24)
H (1.67, 7.26, 0.76)
H (2.05, 6.87, -1.66)
H (1.92, 4.59, -2.59)
H (1.39, 2.69, -1.11)

=====

Entry 2:
This record from OMol25 describes a 2-piece molecular cluster, C3H8N3O overall in a non-equilibrium geometry. The level of theory is wB97M-V/def2-TZVPD.

Summary:
Highest occupied orbital energy in eV: -13.93
Lowest unoccupied orbital energy in Ha: -0.1840
Total charge: +1
Energy in eV: -9749.8488
ΔE to the lowest compared entry with this formula, charge and spin in kJ/mol: 252.3

Cartesian coordinates (Å):
C (-1.53, 1.30, 0.52)
C (-0.55, 1.39, 1.78)
C (-0.75, 0.30, -0.37)
N (0.42, 0.47, 1.50)
N (0.43, -0.06, 0.37)
N (1.40, -1.70, -1.40)
O (-0.95, -0.12, -1.46)
H (-2.59, 0.86, 0.78)
H (-1.75, 2.30, 0.13)
H (-0.42, 2.44, 2.10)
H (-1.08, 0.98, 2.66)
H (1.32, -0.97, -0.55)
H (0.92, -1.41, -2.27)
H (2.50, -1.85, -1.54)
H (0.89, -2.46, -0.98)

=====

Entry 3:
This record from OMol25 describes a 11-piece molecular cluster, C54H127F2N23O16P6S2 overall in a non-equilibrium geometry. The level of theory is wB97M-V/def2-TZVPD.

Summary:
Highest occupied orbital energy in eV: -7.75
Lowest unoccupied orbital energy in Ha: -0.0453
Energy in eV: -207920.1483

Cartesian coordinates (Å):
N (9.35, -28.58, -12.75)
H (10.35, -28.42, -12.76)
H (9.28, -29.53, -12.43)
H (8.96, -28.54, -13.68)
H (8.81, -27.99, -12.14)
N (11.90, -28.04, -12.70)
S (13.13, -27.93, -13.91)
O (14.41, -28.54, -13.60)
O (13.11, -26.74, -14.75)
F (12.44, -29.10, -14.78)
S (12.50, -26.99, -11.92)
O (12.24, -25.60, -12.24)
O (13.74, -27.24, -11.15)
F (11.40, -26.98, -10.67)
C (10.31, -25.32, -16.62)
C (10.41, -24.17, -15.77)
C (9.88, -22.99, -16.30)
C (9.24, -22.92, -17.49)
C (9.18, -24.04, -18.32)
C (9.67, -25.23, -17.85)
N (8.63, -21.68, -17.97)
O (8.37, -20.83, -17.16)
O (8.29, -21.51, -19.19)
H (10.60, -26.29, -16.26)
H (10.86, -24.25, -14.79)
H (10.14, -22.09, -15.76)
H (8.67, -24.05, -19.27)
H (9.64, -26.14, -18.42)
C (16.58, -24.19, -13.32)
C (16.80, -22.93, -12.82)
C (15.80, -22.02, -12.76)
C (14.56, -22.32, -13.28)
C (14.33, -23.59, -13.81)
C (15.40, -24.52, -13.95)
N (13.43, -21.37, -13.19)
O (13.65, -20.21, -12.87)
O (12.30, -21.76, -13.51)
H (17.38, -24.91, -13.21)
H (17.71, -22.67, -12.30)
H (16.00, -21.14, -12.16)
H (13.41, -23.81, -14.34)
H (15.26, -25.47, -14.44)
C (14.72, -25.32, -6.71)
C (14.61, -25.33, -8.09)
C (14.49, -24.13, -8.83)
C (14.60, -22.94, -8.10)
C (14.82, -22.94, -6.69)
C (14.75, -24.16, -5.98)
N (14.74, -21.62, -8.80)
O (14.87, -21.65, -10.01)
O (14.83, -20.56, -8.15)
H (14.71, -26.23, -6.14)
H (14.59, -26.31, -8.55)
H (14.32, -24.06, -9.90)
H (14.88, -22.01, -6.16)
H (14.82, -24.30, -4.92)
O (11.64, -28.81, -17.74)
P (12.72, -29.29, -18.72)
N (14.16, -29.50, -17.91)
C (14.41, -30.57, -16.95)
C (15.00, -28.43, -17.67)
N (12.81, -28.17, -20.04)
C (13.84, -28.39, -21.06)
C (11.75, -27.17, -20.31)
N (12.42, -30.69, -19.59)
C (11.19, -31.55, -19.44)
C (13.48, -31.46, -20.18)
H (14.16, -30.18, -15.96)
H (15.47, -30.82, -16.97)
H (13.76, -31.40, -17.24)
H (15.30, -28.30, -16.63)
H (14.49, -27.47, -17.75)
H (15.89, -28.43, -18.30)
H (14.07, -27.43, -21.53)
H (14.68, -28.84, -20.54)
H (13.40, -29.16, -21.70)
H (11.78, -26.46, -19.49)
H (11.92, -26.63, -21.24)
H (10.75, -27.58, -20.43)
H (10.31, -30.93, -19.30)
H (10.91, -32.07, -20.35)
H (11.26, -32.21, -18.58)
H (14.23, -30.81, -20.62)
H (13.14, -32.22, -20.88)
H (13.85, -32.12, -19.40)
O (9.44, -21.70, -7.76)
P (8.96, -21.57, -9.15)
N (9.89, -20.60, -10.20)
C (11.31, -20.63, -10.16)
C (9.42, -19.77, -11.33)
N (7.34, -20.94, -9.32)
C (6.20, -21.84, -9.00)
C (7.18, -19.58, -8.71)
N (9.00, -23.04, -10.02)
C (9.76, -24.20, -9.49)
C (8.54, -23.12, -11.44)
H (11.69, -20.92, -11.14)
H (11.60, -21.29, -9.34)
H (11.79, -19.72, -9.81)
H (8.33, -19.73, -11.45)
H (9.72, -20.21, -12.28)
H (9.77, -18.75, -11.19)
H (5.31, -21.43, -9.49)
H (6.40, -22.82, -9.44)
H (6.09, -21.87, -7.92)
H (7.48, -19.73, -7.67)
H (7.92, -18.89, -9.13)
H (6.21, -19.11, -8.85)
H (9.48, -25.14, -9.97)
H (10.82, -23.97, -9.65)
H (9.51, -24.23, -8.43)
H (7.75, -22.41, -11.67)
H (8.22, -24.11, -11.77)
H (9.46, -23.02, -12.01)
O (14.12, -31.92, -13.76)
P (15.29, -32.77, -13.70)
N (16.77, -31.89, -13.42)
C (16.92, -31.10, -12.21)
C (17.43, -31.30, -14.62)
N (15.57, -33.73, -15.08)
C (16.60, -34.71, -15.05)
C (14.71, -33.66, -16.28)
N (15.13, -33.95, -12.46)
C (16.35, -34.36, -11.63)
C (13.79, -34.56, -12.19)
H (17.90, -30.65, -12.12)
H (16.71, -31.76, -11.36)
H (16.17, -30.31, -12.21)
H (18.46, -31.00, -14.44)
H (16.82, -30.46, -14.95)
H (17.27, -32.10, -15.35)
H (16.63, -35.19, -16.04)
H (17.55, -34.22, -14.83)
H (16.45, -35.45, -14.27)
H (15.39, -33.21, -17.00)
H (14.39, -34.64, -16.63)
H (13.81, -33.08, -16.06)
H (17.25, -34.22, -12.24)
H (16.48, -33.66, -10.81)
H (16.27, -35.44, -11.46)
H (13.75, -35.54, -12.66)
H (13.00, -33.85, -12.44)
H (13.58, -34.81, -11.15)
O (12.56, -23.45, -19.64)
P (13.95, -23.06, -19.26)
N (14.68, -24.10, -18.17)
C (13.93, -24.95, -17.25)
C (16.12, -23.91, -17.74)
N (14.15, -21.49, -18.42)
C (13.30, -21.12, -17.32)
C (15.33, -20.62, -18.56)
N (14.92, -22.99, -20.66)
C (15.17, -24.24, -21.25)
C (14.74, -21.89, -21.58)
H (13.18, -25.55, -17.77)
H (13.50, -24.25, -16.53)
H (14.58, -25.61, -16.68)
H (16.73, -24.81, -17.80)
H (16.17, -23.65, -16.68)
H (16.60, -23.17, -18.39)
H (12.29, -21.39, -17.62)
H (13.57, -21.55, -16.36)
H (13.25, -20.03, -17.19)
H (15.67, -20.41, -17.54)
H (16.06, -21.12, -19.20)
H (15.00, -19.71, -19.06)
H (15.56, -24.89, -20.46)
H (14.21, -24.56, -21.65)
H (15.95, -24.16, -22.00)
H (14.26, -22.27, -22.48)
H (15.72, -21.59, -21.95)
H (14.21, -21.05, -21.14)
O (11.93, -28.25, -4.06)
P (11.17, -27.07, -4.56)
N (9.59, -26.98, -3.88)
C (9.28, -27.65, -2.61)
C (8.45, -26.27, -4.37)
N (10.76, -27.15, -6.24)
C (11.83, -26.90, -7.19)
C (9.85, -28.28, -6.63)
N (11.81, -25.51, -4.31)
C (12.55, -25.18, -3.09)
C (11.08, -24.41, -4.88)
H (8.35, -27.29, -2.16)
H (10.02, -27.34, -1.87)
H (9.34, -28.70, -2.89)
H (7.68, -27.02, -4.59)
H (8.70, -25.55, -5.15)
H (8.08, -25.66, -3.54)
H (12.42, -27.78, -7.45)
H (11.37, -26.54, -8.10)
H (12.26, -26.00, -6.74)
H (10.40, -29.22, -6.63)
H (8.99, -28.37, -5.97)
H (9.54, -28.21, -7.68)
H (11.91, -24.81, -2.29)
H (13.09, -25.97, -2.56)
H (13.24, -24.37, -3.29)
H (11.80, -23.60, -5.01)
H (10.34, -24.26, -4.09)
H (10.82, -24.46, -5.94)
O (19.82, -24.97, -11.83)
P (19.68, -26.39, -11.50)
N (20.09, -27.49, -12.71)
C (19.09, -27.72, -13.77)
C (21.46, -27.70, -13.24)
N (18.09, -26.87, -10.98)
C (17.20, -25.92, -10.48)
C (17.76, -28.22, -10.62)
N (20.67, -26.78, -10.08)
C (21.01, -28.16, -9.77)
C (20.47, -25.99, -8.91)
H (19.15, -28.79, -13.94)
H (19.26, -27.22, -14.73)
H (18.07, -27.40, -13.58)
H (21.42, -27.77, -14.32)
H (21.88, -28.65, -12.91)
H (22.10, -26.86, -12.95)
H (17.26, -25.87, -9.39)
H (17.51, -24.94, -10.85)
H (16.15, -25.96, -10.79)
H (17.82, -28.16, -9.54)
H (16.71, -28.42, -10.86)
H (18.36, -28.96, -11.14)
H (21.99, -28.25, -9.31)
H (20.29, -28.67, -9.14)
H (21.09, -28.70, -10.72)
H (21.23, -26.34, -8.21)
H (19.48, -26.19, -8.51)
H (20.63, -24.93, -9.06)

=====

Entry 4:
This record from OMol25 describes a 11-piece molecular cluster, C28H64N8O17 overall in a non-equilibrium geometry. The level of theory is wB97M-V/def2-TZVPD.

Summary:
Highest occupied orbital energy in eV: -9.31
Lowest unoccupied orbital energy in Ha: 0.0156
Structure (SMILES): COC(=O)OC.COC(=O)OC.COC(=O)OC.CNC(C)=O.CNC(C)=O.CNC(C)=O.CC(N)=O.CC(N)=O.CC(N)=O.CC(N)=O.CC(N)=O
Energy in eV: -76800.0444
ΔE to the lowest compared entry with this formula, charge and spin in kJ/mol: 200.6

Cartesian coordinates (Å):
C (-22.49, 7.15, -7.78)
O (-21.41, 6.42, -7.32)
C (-20.10, 6.46, -7.86)
O (-19.69, 7.35, -8.63)
O (-19.44, 5.34, -7.38)
C (-18.16, 4.92, -8.00)
H (-22.47, 8.21, -7.50)
H (-23.51, 6.86, -7.50)
H (-22.52, 6.97, -8.86)
H (-17.40, 5.13, -7.24)
H (-17.99, 5.45, -8.94)
H (-18.30, 3.84, -8.07)
C (-16.81, 22.02, -1.51)
O (-17.49, 23.18, -1.06)
C (-16.80, 23.97, -0.21)
O (-15.59, 23.84, 0.10)
O (-17.56, 25.04, 0.14)
C (-17.12, 26.14, 0.96)
H (-17.37, 21.36, -2.17)
H (-16.27, 21.39, -0.80)
H (-16.01, 22.41, -2.13)
H (-17.50, 27.05, 0.49)
H (-16.06, 26.01, 1.17)
H (-17.60, 26.10, 1.94)
C (-12.93, 16.38, -7.06)
O (-12.22, 17.43, -7.61)
C (-11.32, 17.29, -8.70)
O (-10.88, 16.28, -9.20)
O (-11.11, 18.52, -9.18)
C (-10.21, 18.58, -10.30)
H (-13.35, 15.71, -7.81)
H (-13.74, 16.75, -6.43)
H (-12.12, 15.87, -6.54)
H (-9.18, 18.34, -10.03)
H (-10.13, 19.62, -10.62)
H (-10.75, 18.06, -11.09)
C (-17.80, 13.09, -1.16)
C (-18.53, 11.81, -1.16)
O (-17.85, 10.81, -1.26)
N (-19.86, 11.94, -1.00)
C (-20.83, 10.94, -0.92)
H (-17.79, 13.52, -0.16)
H (-18.40, 13.77, -1.77)
H (-16.83, 12.83, -1.57)
H (-20.31, 12.83, -1.14)
H (-20.70, 9.90, -0.62)
H (-21.18, 10.79, -1.94)
H (-21.58, 11.42, -0.29)
C (-28.81, 9.37, 7.63)
C (-28.57, 10.63, 6.66)
O (-28.18, 11.71, 7.15)
N (-28.78, 10.53, 5.35)
C (-28.57, 11.55, 4.32)
H (-29.10, 8.45, 7.13)
H (-29.47, 9.74, 8.42)
H (-27.91, 9.18, 8.21)
H (-28.62, 9.63, 4.91)
H (-28.27, 12.50, 4.76)
H (-29.50, 11.77, 3.78)
H (-27.73, 11.31, 3.66)
C (-23.38, 18.24, 1.11)
C (-24.39, 17.67, 0.19)
O (-24.03, 16.67, -0.46)
N (-25.56, 18.25, 0.09)
C (-26.71, 17.76, -0.51)
H (-23.05, 17.59, 1.92)
H (-23.72, 19.05, 1.75)
H (-22.55, 18.58, 0.49)
H (-25.54, 19.22, 0.36)
H (-26.92, 18.31, -1.43)
H (-27.48, 17.94, 0.23)
H (-26.59, 16.68, -0.63)
O (-6.75, 11.50, -2.06)
C (-7.41, 12.45, -1.63)
N (-7.35, 12.78, -0.38)
C (-8.41, 13.09, -2.62)
H (-8.05, 13.40, 0.02)
H (-6.71, 12.24, 0.19)
H (-8.09, 13.13, -3.66)
H (-8.61, 14.13, -2.36)
H (-9.41, 12.67, -2.61)
O (-25.60, 2.14, 3.97)
C (-25.04, 3.16, 4.45)
N (-24.23, 3.00, 5.49)
C (-25.39, 4.53, 3.92)
H (-24.42, 2.06, 5.82)
H (-23.88, 3.72, 6.10)
H (-25.10, 4.59, 2.87)
H (-24.70, 5.24, 4.39)
H (-26.45, 4.73, 4.05)
O (-11.08, 7.46, -1.40)
C (-11.10, 6.30, -1.73)
N (-9.94, 5.70, -1.90)
C (-12.36, 5.54, -1.82)
H (-9.09, 6.26, -1.90)
H (-9.85, 4.74, -2.20)
H (-12.43, 4.69, -2.50)
H (-13.12, 6.27, -2.11)
H (-12.63, 5.31, -0.79)
O (-14.92, 11.16, 4.92)
C (-14.54, 10.35, 4.04)
N (-13.63, 10.70, 3.10)
C (-15.14, 8.96, 4.15)
H (-13.28, 10.25, 2.27)
H (-13.38, 11.68, 3.04)
H (-15.97, 8.83, 3.46)
H (-15.08, 8.69, 5.20)
H (-14.33, 8.32, 3.79)
O (-20.67, 3.52, -0.81)
C (-19.80, 2.71, -0.56)
N (-18.93, 2.31, -1.49)
C (-19.55, 2.05, 0.84)
H (-18.31, 1.58, -1.16)
H (-18.94, 2.69, -2.43)
H (-19.72, 2.71, 1.69)
H (-18.59, 1.54, 0.94)
H (-20.19, 1.17, 0.92)

=====

Entry 5:
This record from OMol25 describes a 3-piece molecular cluster, C2H8O2 overall in a non-equilibrium geometry. The level of theory is wB97M-V/def2-TZVPD.

Summary:
Highest occupied orbital energy in eV: -10.22
Lowest unoccupied orbital energy in Ha: 0.0254
Structure (SMILES): C=C.O.O
Energy in eV: -6297.6593
ΔE to the lowest compared entry with this formula, charge and spin in kJ/mol: 72.5

Cartesian coordinates (Å):
C (-1.46, -2.84, -2.74)
C (-0.63, -2.15, -3.48)
H (-1.14, -3.60, -2.03)
H (-2.52, -2.66, -2.61)
H (0.42, -2.40, -3.44)
H (-1.02, -1.43, -4.19)
H (1.10, 3.79, 1.86)
H (2.03, 4.35, 2.97)
O (1.42, 3.63, 2.75)
H (-0.14, 0.81, 3.84)
H (1.18, 1.68, 3.48)
O (0.77, 0.81, 3.57)

=====

Entry 6:
This record from OMol25 describes a 2-piece molecular cluster, C3H10OS2 overall. The level of theory is wB97M-V/def2-TZVPD.

Summary:
Highest occupied orbital energy in eV: -8.95
Lowest unoccupied orbital energy in Ha: 0.0247
Structure (SMILES): CCCSS.O
Energy in eV: -26991.0298
ΔE to the lowest compared entry with this formula, charge and spin in kJ/mol: 25.1

Cartesian coordinates (Å):
C (-1.19, -0.06, 0.18)
C (-2.57, -0.73, 0.46)
C (-1.23, 0.84, -1.04)
S (0.04, 2.14, -0.99)
S (-0.17, 2.92, -2.90)
H (-0.88, 0.50, 1.07)
H (-0.48, -0.88, 0.06)
H (-3.35, -0.19, -0.08)
H (-2.81, -0.71, 1.51)
H (-2.56, -1.74, 0.08)
H (-1.19, 0.31, -1.98)
H (-2.17, 1.37, -1.03)
H (0.85, 2.25, -3.44)
H (6.55, -1.55, 2.69)
H (5.51, -2.66, 2.91)
O (5.64, -1.79, 2.49)